The following is a DFT calculation (ωB97M-V/def2-TZVPD) of a structure of composition C32H40GeN3PRuS2.

Geometry (Å):
S (1.533, -0.607, 2.926)
H (3.326, 0.019, -1.395)
H (-1.457, 0.223, 2.787)
C (-1.098, 0.371, -3.128)
H (-1.951, 2.862, -3.083)
C (4.417, -5.128, 1.156)
H (-3.208, 5.048, 1.395)
C (6.011, 1.440, 0.093)
H (-0.662, 2.919, 4.131)
C (-2.671, -1.984, -0.763)
H (-2.406, 2.922, 3.896)
C (-2.170, -1.668, -3.816)
H (0.472, 5.135, 0.433)
H (-0.278, 1.558, -4.709)
H (-3.578, 3.493, 0.668)
H (6.914, 1.980, -0.150)
H (-1.123, -1.433, 2.231)
H (-4.227, -2.214, 2.271)
H (-0.007, 5.806, 1.991)
H (-4.917, -4.382, 1.350)
N (-2.596, -0.410, 1.140)
Ru (-1.036, 0.280, -0.192)
C (-2.978, -3.287, -1.200)
H (5.368, 1.294, -1.942)
H (-2.579, 4.658, -0.187)
C (3.997, 0.337, -0.609)
C (3.714, 0.027, 0.713)
C (-1.835, -1.392, -5.125)
C (4.569, 0.441, 1.725)
H (-2.535, -3.668, -2.104)
C (-1.483, 3.435, 3.643)
P (2.294, -1.044, 1.175)
C (-3.770, -4.132, -0.448)
H (4.321, 0.208, 2.751)
S (1.010, -1.122, -0.412)
C (5.718, 1.146, 1.414)
H (4.918, -6.085, 1.160)
C (-0.785, 0.639, -4.447)
C (5.143, 1.050, -0.914)
C (-3.084, -1.652, 0.554)
H (-3.261, 1.459, 1.793)
C (4.317, -4.395, 2.327)
H (3.934, -5.219, -0.928)
H (-4.477, 0.169, 1.967)
H (-1.533, 4.445, 4.036)
H (-2.131, -2.084, -5.900)
H (6.389, 1.458, 2.202)
H (3.565, -2.596, 3.233)
C (3.215, -3.419, -0.027)
C (-2.802, 4.243, 0.791)
C (3.861, -4.642, -0.018)
H (-3.987, -5.121, -0.822)
C (-0.480, 1.865, 0.950)
H (4.749, -4.772, 3.244)
H (-1.622, 3.136, -1.353)
H (1.204, 4.528, 1.912)
N (-0.819, 1.356, -2.099)
H (2.780, -3.041, -0.941)
H (0.512, 1.656, 1.378)
C (-4.275, -3.733, 0.778)
H (-0.862, -0.034, -6.477)
C (-1.914, -0.696, 2.406)
H (-4.103, 0.829, 0.353)
C (-1.125, -0.249, -5.454)
N (-1.981, -1.007, -1.425)
C (3.665, -3.174, 2.324)
H (-2.603, -1.095, 3.158)
H (0.526, 2.732, -3.014)
C (0.504, 1.969, -2.229)
H (0.764, 2.434, -1.272)
H (1.236, 1.192, -2.452)
C (-1.767, -0.828, -2.759)
H (-2.747, -2.551, -3.613)
C (-3.675, 0.563, 1.326)
C (-3.894, -2.502, 1.283)
C (-1.866, 2.382, -2.099)
C (0.279, 4.896, 1.475)
C (3.115, -2.686, 1.148)
H (-2.834, 1.936, -1.848)
Ge (-1.146, 3.512, 1.666)

Values from the calculation:
Kohn-Sham gap (alpha / beta): 0.221 / 0.229 Ha
total charge: 0
maximum force: 4.4 eV Å⁻¹
spin multiplicity: 1
ΔE to the lowest compared entry with this formula, charge and spin: 210.4 kJ/mol

***

The following is a DFT calculation (ωB97M-V/def2-TZVPD) of a structure of composition C32H40N3O2S2Se2W.

Geometry (Å):
H (-6.291, -5.565, -3.312)
C (-6.334, 2.684, -6.080)
C (0.786, 4.016, 2.893)
C (-4.358, 1.871, -4.981)
H (1.328, -2.500, -2.701)
C (-4.537, 2.811, -3.969)
C (2.064, -2.574, -0.002)
Se (2.534, 1.146, -0.644)
H (0.907, 6.090, 2.351)
H (-7.335, 4.324, -5.127)
H (1.285, -3.258, -0.338)
H (-0.061, 3.423, -0.805)
C (-4.632, -4.405, -2.601)
H (-2.540, 2.809, -3.191)
C (-2.763, 1.059, -1.348)
N (0.086, 1.443, 4.474)
H (-5.796, 1.759, -2.270)
H (-7.882, -4.632, -1.670)
H (-1.638, 1.783, 5.607)
C (0.470, 0.463, 5.507)
C (2.708, -1.844, -1.185)
C (-6.508, 3.630, -5.080)
N (-3.750, 1.711, -1.883)
C (3.740, -2.806, -1.807)
H (-5.361, 1.862, -0.554)
S (-1.844, -0.676, 0.630)
N (-4.238, -0.653, -0.497)
H (1.363, -0.070, 5.193)
C (-6.853, -4.299, -1.679)
C (1.652, -1.569, -2.235)
O (4.763, -2.955, -0.853)
Se (1.304, -1.441, 1.397)
H (-5.433, -1.610, 0.910)
C (0.413, 4.841, 0.677)
H (5.451, -3.543, -1.184)
H (-6.238, -0.399, -1.017)
C (-4.204, -3.462, -1.682)
C (-5.103, -2.928, -0.761)
H (2.008, -0.875, -2.999)
H (3.253, -3.761, -2.035)
H (0.209, 0.438, 1.835)
C (0.248, 2.424, 1.096)
H (4.282, -0.380, -1.486)
C (-5.132, 1.369, -1.502)
H (-3.503, 1.203, -4.961)
H (1.761, 1.112, 3.410)
H (4.116, -2.381, -2.745)
C (-1.213, 2.121, 4.668)
C (-6.427, -3.347, -0.761)
H (-5.150, -0.606, -2.387)
H (-1.070, 3.197, 4.699)
C (-5.264, -0.122, -1.415)
W (0.342, 0.492, 0.173)
H (-3.676, 3.774, -2.237)
O (0.483, -0.992, -1.583)
H (-7.029, 2.640, -6.907)
H (-0.176, -0.777, -2.256)
H (-7.126, -2.947, -0.035)
H (-3.935, -4.829, -3.311)
C (-4.632, -1.895, 0.227)
C (-5.959, -4.822, -2.599)
C (-3.563, 2.863, -2.829)
H (-5.741, 4.441, -3.248)
C (0.831, 1.673, 3.460)
S (-1.133, 1.434, -1.698)
H (3.918, -0.701, 0.214)
H (-0.355, -0.231, 5.648)
H (0.657, 0.995, 6.438)
C (-3.065, -0.100, -0.425)
C (0.564, 2.722, 2.448)
C (0.171, 3.545, 0.242)
H (-3.781, -2.233, 0.810)
H (2.822, -3.149, 0.530)
H (0.367, 5.659, -0.029)
H (1.046, 4.202, 3.929)
C (3.479, -0.580, -0.779)
H (-3.162, -3.156, -1.665)
H (-5.114, 1.083, -6.825)
C (-5.612, 3.692, -4.022)
H (-1.870, 1.860, 3.841)
C (-5.258, 1.805, -6.033)
C (0.715, 5.084, 2.004)

Values from the calculation:
Kohn-Sham gap: 0.212 Ha
total charge: +3
maximum force: 0.5 eV Å⁻¹
spin multiplicity: 1

***

The following is a DFT calculation (ωB97M-V/def2-TZVPD) of the molecule C32H40N4O3.

Geometry (Å):
C (1.711, -3.283, 3.164)
H (0.052, -0.510, 2.809)
H (3.585, -4.651, 4.784)
H (3.214, 2.594, 0.751)
H (4.081, 1.195, -3.172)
H (-0.750, -3.334, -0.408)
C (0.709, -2.701, 1.043)
H (1.900, 0.222, 1.409)
H (0.227, 2.670, -1.106)
C (0.083, 3.053, 1.361)
H (-1.339, -0.454, 4.661)
C (1.984, -2.570, 0.502)
N (0.321, 1.905, -1.759)
H (2.092, -2.301, -0.537)
H (5.128, -3.782, 4.973)
H (0.609, 1.948, -4.215)
H (-0.100, 0.743, -5.306)
C (-1.011, 1.365, 2.685)
H (0.094, 4.060, 0.964)
H (4.936, -0.341, -3.343)
C (2.283, 2.565, 0.175)
H (-4.256, -1.135, 1.213)
H (-1.797, 3.318, 2.363)
C (-1.965, 2.134, -2.566)
C (-0.978, 2.651, 2.148)
C (-0.712, -0.083, -2.767)
H (-4.099, 3.428, -0.630)
O (4.149, -3.319, 3.294)
C (-4.549, 0.947, 1.616)
O (-2.089, 1.067, 3.464)
H (1.651, 0.867, -5.137)
C (0.036, 0.492, 2.410)
H (-1.713, 2.321, -3.610)
N (1.685, 0.168, -2.462)
H (0.848, -1.078, -3.868)
C (1.136, 2.188, 1.085)
C (-4.499, 2.228, 1.093)
H (2.123, 3.569, -0.245)
H (3.659, 0.079, -4.483)
H (3.359, -0.481, -1.494)
C (-0.879, -1.361, -1.948)
C (1.091, 0.907, 1.618)
H (1.577, -3.565, 4.196)
C (1.535, 1.243, -1.634)
C (-0.510, -2.454, 0.202)
C (-3.843, 0.068, -0.503)
C (3.972, 0.150, -3.445)
H (-2.240, -0.985, 3.212)
H (-3.587, -0.780, -1.124)
H (-1.922, 3.086, -2.032)
H (-1.332, 0.910, -0.945)
H (4.095, -2.672, 0.861)
C (3.104, -2.778, 1.275)
C (-4.127, 2.426, -0.224)
H (-3.457, 0.633, -3.016)
C (-4.216, -0.131, 0.815)
C (-3.800, 1.349, -1.039)
C (2.959, -0.508, -2.510)
O (-1.480, -2.320, -2.391)
H (-4.757, 3.073, 1.714)
H (-1.465, -0.148, -3.557)
H (-1.375, -2.252, 0.849)
C (-0.932, 1.190, -1.936)
N (2.494, 1.571, -0.854)
C (4.092, -3.689, 4.650)
C (0.593, -3.063, 2.376)
H (-4.849, 0.794, 2.641)
H (0.195, -0.558, -0.384)
H (-4.073, 2.287, -2.936)
C (-2.183, -0.228, 4.001)
N (-0.326, -1.353, -0.719)
C (0.670, -0.077, -3.456)
C (0.707, 0.939, -4.604)
C (-3.390, 1.574, -2.468)
H (2.783, -1.545, -2.815)
C (2.982, -3.136, 2.619)
H (-3.105, -0.243, 4.581)
H (3.592, -2.926, 5.255)
H (-0.388, -3.184, 2.815)

Values from the calculation:
Kohn-Sham gap: 0.317 Ha
total charge: 0
SMILES: CCN1/C(=N/Cc2ccc(OC)cc2)N[C@@H](CCc2ccccc2)[C@H](C(=O)NCc2ccc(OC)cc2)[C@H]1C
maximum force: 0.5 eV Å⁻¹
spin multiplicity: 1
ΔE to the lowest compared entry with this formula, charge and spin: 121.5 kJ/mol